# C19H36BIrN6S6

A structure of composition C19H36BIrN6S6 (the ωB97M-V functional and the def2-TZVPD basis, OMol25).

As for the molar mass: 743.970 g mol⁻¹. The spin multiplicity is 6. The calculation puts the lowest unoccupied orbital energy (spin up / spin down) at -6.32 / -10.14 eV. Its charge is +3. Its HOMO-LUMO gap (spin up / spin down) is 8.726 / 5.990 eV.

The geometry in XYZ format:
```
69
Properties=species:S:1:pos:R:3:forces:R:3:mulliken_charge:R:1
Ir 0.313 2.569 0.440 0.00 -0.01 0.01 0.62
C 2.081 5.301 -0.086 -0.02 0.00 0.02 -0.88
C 2.977 4.487 0.841 0.05 0.00 -0.03 -0.51
S 2.717 2.679 0.725 0.04 0.07 0.02 -0.14
C 2.803 2.178 2.467 0.03 -0.01 0.00 -0.66
C 1.850 2.880 3.431 0.00 -0.01 0.02 -0.84
S 0.160 3.192 2.791 0.00 0.03 -0.01 0.02
C 0.123 5.031 2.719 -0.02 -0.02 0.03 -0.74
C -0.397 5.598 1.409 0.00 -0.02 0.02 -0.65
S 0.302 4.902 -0.114 0.00 -0.08 -0.03 -0.06
H 2.180 6.362 0.149 0.00 0.01 -0.02 0.54
H 2.383 5.176 -1.127 0.00 -0.02 0.00 0.39
H 4.017 4.676 0.574 0.00 0.01 0.01 0.54
H 2.849 4.776 1.880 -0.01 0.00 0.00 0.16
H 2.599 1.108 2.423 0.00 0.00 0.00 0.32
H 3.829 2.296 2.817 0.00 0.02 0.00 0.49
H 1.736 2.260 4.320 -0.01 0.00 0.00 0.52
H 2.244 3.834 3.774 0.00 0.01 -0.01 0.56
H -0.525 5.360 3.531 0.00 0.00 0.00 0.56
H 1.127 5.387 2.938 0.00 0.01 0.00 0.32
H -1.464 5.407 1.290 0.00 0.02 0.00 0.14
H -0.255 6.679 1.394 0.01 0.00 -0.01 0.60
C -0.713 -0.168 3.157 -0.02 -0.02 -0.01 -0.88
N -1.843 0.083 2.275 0.02 0.08 0.04 0.32
C -3.155 0.028 2.676 0.03 -0.01 0.03 -0.54
C -3.909 0.249 1.572 0.00 0.10 -0.05 -0.67
N -3.067 0.432 0.503 -0.07 -0.03 0.07 0.47
B -3.672 0.491 -0.949 -0.01 -0.01 -0.08 0.44
N -2.894 1.479 -1.902 0.00 0.15 0.00 0.27
C -2.493 1.153 -3.131 -0.03 -0.04 -0.02 -0.49
C -2.127 2.314 -3.807 0.00 0.05 0.00 -0.24
N -2.310 3.334 -2.960 0.01 -0.05 -0.03 0.23
C -2.121 4.752 -3.263 -0.02 -0.03 0.00 -0.67
C -2.786 2.842 -1.757 -0.03 0.06 0.09 -0.42
S -3.173 3.743 -0.429 0.01 -0.06 -0.04 -0.11
C -1.814 0.336 0.946 -0.01 -0.16 -0.06 -0.16
S -0.366 0.432 -0.031 -0.06 0.18 0.08 -0.39
H -0.808 0.449 4.049 0.00 0.00 0.00 0.39
H 0.206 0.069 2.630 0.00 0.00 0.00 0.15
H -0.696 -1.218 3.447 0.00 0.00 0.00 0.38
H -3.432 -0.164 3.698 0.00 0.00 -0.01 0.52
H -4.977 0.295 1.453 0.00 0.00 0.01 0.52
H -4.784 0.916 -0.834 -0.01 -0.07 -0.01 -0.09
H -3.608 -0.595 -1.458 0.07 0.03 0.01 -0.17
H -2.514 0.138 -3.490 0.01 0.00 0.01 0.51
H -1.777 2.447 -4.817 0.00 0.00 0.01 0.49
H -1.750 4.837 -4.280 0.00 0.00 0.00 0.33
H -1.409 5.184 -2.565 0.00 0.01 0.00 0.17
H -3.073 5.270 -3.174 0.00 0.00 0.00 0.35
C 0.517 -7.503 -2.499 0.00 0.03 0.00 -1.12
N 0.428 -6.375 -1.557 0.01 -0.02 0.01 0.02
C -0.920 -5.832 -1.366 0.01 -0.02 0.01 -1.19
C 1.510 -5.778 -1.080 0.00 -0.02 0.01 0.71
S 1.422 -4.125 -0.546 0.00 -0.16 -0.09 0.04
N 2.678 -6.406 -0.956 0.04 -0.01 0.01 -0.02
C 2.755 -7.837 -0.623 0.00 0.02 -0.02 -1.07
C 3.972 -5.714 -0.934 -0.03 -0.01 0.02 -1.06
H -0.198 -7.320 -3.298 0.00 0.00 -0.01 0.43
H 0.270 -8.446 -2.015 -0.01 0.00 0.00 0.36
H 1.513 -7.553 -2.927 0.00 -0.01 0.00 0.40
H -1.620 -6.664 -1.371 0.00 0.00 0.01 0.39
H -1.181 -5.150 -2.176 0.00 0.00 0.00 0.38
H -0.993 -5.324 -0.408 0.00 0.01 0.00 0.47
H 1.778 -8.214 -0.340 0.00 0.00 0.01 0.38
H 3.428 -7.941 0.226 0.01 0.00 -0.01 0.38
H 3.151 -8.414 -1.458 -0.01 0.00 0.00 0.37
H 3.890 -4.736 -1.399 0.00 0.00 0.00 0.43
H 4.679 -6.316 -1.502 0.00 0.00 0.00 0.35
H 4.338 -5.614 0.088 0.00 0.01 0.00 0.36
```
Forces are in eV/Å.